1.
# C43H100IN6O15S9

A cluster of 10 separate species, C43H100IN6O15S9 in total in a non-equilibrium geometry (wB97M-V/def2-TZVPD, OMol25).

Output
strongest force on any atom	0.0768	Eh/bohr
orbital gap	0.28705	hartree

```
! wB97M-V def2-TZVPD RIJCOSX def2/J DEFGRID3
* xyz 1 1
C 2.64 -1.83 0.27
C 1.19 -1.32 0.22
C 1.02 -0.36 -0.95
C -0.33 0.34 -1.21
C -1.66 -0.45 -1.00
N -1.74 -1.43 0.08
N -0.40 1.66 -0.50
C -0.15 1.75 0.97
C 1.27 2.25 1.32
O 2.22 1.21 1.45
C 1.24 3.13 2.57
N 1.63 4.51 2.23
C -0.07 2.63 -1.33
N -0.31 3.93 -1.12
C -0.96 4.36 0.13
C -2.40 3.83 0.21
O -2.96 3.50 1.28
C -0.04 4.96 -2.12
C 1.19 5.84 -1.89
C 2.17 5.33 -0.87
O 3.05 6.42 -0.54
C 4.27 5.97 -0.07
C 5.36 6.07 -1.07
O 4.38 5.53 1.09
N 0.47 2.14 -2.54
C 1.93 2.27 -2.70
C 2.41 3.35 -3.63
N 3.63 3.73 -3.72
C -0.28 0.88 -2.69
I -2.27 1.71 -3.42
C 0.08 -0.14 -3.75
C 0.33 0.29 -5.18
C 1.19 -0.72 -5.91
C 2.55 -0.88 -5.32
O 3.18 0.09 -4.85
O 3.11 -2.11 -5.36
C 2.40 -3.13 -4.65
C 2.57 -3.00 -3.13
H 2.89 -2.04 1.29
H 2.78 -2.69 -0.38
H 3.29 -1.03 -0.05
H 0.99 -0.86 1.18
H 0.57 -2.18 0.06
H 1.75 0.43 -0.81
H 1.35 -0.90 -1.83
H -2.41 0.29 -0.76
H -1.92 -0.95 -1.92
H -1.31 -2.31 -0.14
H -1.35 -1.06 0.93
H -0.38 0.79 1.42
H -0.87 2.41 1.42
H 1.66 2.87 0.51
H 1.97 0.64 2.20
H 1.92 2.69 3.29
H 0.26 3.14 3.03
H 2.54 4.52 1.77
H 1.72 5.06 3.08
H -0.40 4.05 1.00
H -0.99 5.44 0.16
H -2.91 3.73 -0.76
H -0.91 5.60 -2.08
H -0.07 4.50 -3.10
H 1.73 6.01 -2.82
H 0.87 6.82 -1.54
H 1.67 5.03 0.05
H 2.77 4.52 -1.27
H 4.98 5.83 -2.06
H 5.69 7.10 -1.12
H 6.17 5.42 -0.79
H 2.38 2.47 -1.72
H 2.35 1.32 -3.01
H 1.68 3.85 -4.25
H 4.25 3.19 -3.11
H 0.94 -0.73 -3.44
H -0.76 -0.84 -3.78
H -0.59 0.36 -5.74
H 0.82 1.26 -5.23
H 1.35 -0.34 -6.92
H 0.68 -1.67 -6.03
H 2.82 -4.07 -4.99
H 1.35 -3.17 -4.91
H 3.00 -2.05 -2.83
H 1.59 -3.11 -2.68
H 3.16 -3.82 -2.75
C -2.85 2.54 6.40
S -3.01 2.59 4.62
O -1.90 1.76 4.05
C -2.52 4.31 4.47
H -3.07 1.53 6.73
H -1.83 2.80 6.68
H -3.57 3.24 6.83
H -1.53 4.44 4.89
H -3.25 4.92 5.00
H -2.53 4.56 3.41
C -6.96 5.87 4.79
S -7.11 4.38 5.77
O -5.76 4.11 6.33
C -7.33 3.25 4.39
H -6.77 6.69 5.48
H -6.14 5.76 4.09
H -7.90 6.04 4.26
H -6.48 3.33 3.73
H -8.25 3.50 3.86
H -7.40 2.25 4.80
C -6.83 -0.53 -0.78
S -6.07 0.92 -0.07
O -4.72 1.06 -0.68
C -5.85 0.24 1.57
H -7.02 -0.33 -1.83
H -6.16 -1.38 -0.68
H -7.78 -0.73 -0.27
H -5.24 -0.66 1.50
H -6.82 0.02 2.01
H -5.34 0.99 2.18
C 5.18 -5.06 2.00
S 3.58 -4.92 2.77
O 3.30 -3.45 2.88
C 4.06 -5.45 4.41
H 5.08 -4.70 0.97
H 5.90 -4.44 2.54
H 5.49 -6.10 2.00
H 4.86 -4.81 4.78
H 4.39 -6.49 4.36
H 3.18 -5.36 5.05
C -0.80 -6.60 -0.45
S 0.22 -5.70 -1.60
O -0.03 -4.24 -1.36
C -0.71 -6.13 -3.07
H -0.42 -6.42 0.55
H -1.83 -6.24 -0.52
H -0.75 -7.67 -0.68
H -1.75 -5.80 -2.95
H -0.67 -7.21 -3.22
H -0.26 -5.63 -3.92
C 8.17 -0.25 -4.16
S 7.27 -1.64 -3.46
O 8.24 -2.77 -3.36
C 6.26 -1.95 -4.91
H 8.90 0.08 -3.42
H 8.67 -0.56 -5.07
H 7.47 0.56 -4.37
H 6.89 -2.14 -5.77
H 5.61 -1.09 -5.08
H 5.64 -2.82 -4.70
C -2.75 -4.07 5.13
S -3.13 -5.03 3.66
O -2.16 -6.15 3.62
C -2.57 -3.79 2.48
H -2.98 -4.69 6.00
H -1.69 -3.82 5.13
H -3.36 -3.17 5.14
H -1.53 -3.55 2.67
H -3.20 -2.91 2.59
H -2.69 -4.20 1.48
C 2.94 -9.64 3.07
S 4.61 -9.33 3.65
O 5.07 -8.07 3.00
C 5.39 -10.68 2.75
H 2.30 -8.86 3.48
H 2.92 -9.59 1.98
H 2.62 -10.61 3.42
H 5.20 -10.56 1.69
H 4.99 -11.63 3.12
H 6.46 -10.63 2.95
C -6.24 4.01 -1.97
S -7.06 5.39 -1.18
O -8.27 4.84 -0.51
C -7.62 6.19 -2.69
H -5.86 3.36 -1.19
H -6.96 3.47 -2.59
H -5.42 4.38 -2.58
H -8.24 5.50 -3.25
H -6.76 6.50 -3.27
H -8.20 7.07 -2.40
*
```

=====

2.
# C6H12O

A cluster of 2 separate species, C6H12O in total in a non-equilibrium geometry (wB97M-V/def2-TZVPD, OMol25).

Output
strongest force on any atom	0.0320	Eh/bohr
orbital gap	0.35678	hartree
relative energy (zero: lowest compared OMol25 entry of this formula, charge and spin)	40.8	kcal/mol
SMILES	C=C/C(C)=C/C.O

```
! wB97M-V def2-TZVPD RIJCOSX def2/J DEFGRID3
* xyz 0 1
C -1.28 1.26 -1.37
C -0.78 0.49 -0.17
C -0.57 -0.83 -0.18
C -0.79 -1.66 -1.43
C 0.58 1.20 1.82
C -0.49 1.28 1.05
H -1.72 2.20 -1.03
H -2.03 0.70 -1.92
H -0.42 1.49 -1.99
H -0.39 -1.42 0.71
H -1.69 -1.39 -1.97
H -0.81 -2.73 -1.26
H 0.05 -1.39 -2.08
H 1.44 0.57 1.65
H 0.71 1.79 2.72
H -1.35 1.83 1.43
H 2.05 -0.95 1.22
H 3.36 -0.72 0.53
O 2.60 -1.33 0.52
*
```

=====

3.
# C4H8O2

A cluster of 2 separate species, C4H8O2 in total in a non-equilibrium geometry (wB97M-V/def2-TZVPD, OMol25).

Output
strongest force on any atom	0.0558	Eh/bohr
orbital gap	0.39065	hartree
relative energy (zero: lowest compared OMol25 entry of this formula, charge and spin)	41.8	kcal/mol
SMILES	CC=O.CC=O

```
! wB97M-V def2-TZVPD RIJCOSX def2/J DEFGRID3
* xyz 0 1
O 1.40 0.10 -0.61
C 1.52 -0.74 0.27
C 2.75 -1.63 0.42
H 0.73 -0.81 1.06
H 3.16 -1.78 1.43
H 3.52 -1.16 -0.21
H 2.51 -2.62 -0.01
O -3.13 2.87 -0.11
C -2.28 2.10 -0.56
C -2.17 0.57 -0.17
H -1.54 2.53 -1.28
H -2.09 0.45 0.92
H -1.29 0.11 -0.64
H -3.07 0.03 -0.52
*
```

=====

4.
# C6H13BO

The molecule C6H13BO in a non-equilibrium geometry (wB97M-V/def2-TZVPD, OMol25).

Output
strongest force on any atom	0.0649	Eh/bohr
orbital gap (alpha / beta)	0.36358 / 0.23792	hartree
relative energy (zero: lowest compared OMol25 entry of this formula, charge and spin)	76.1	kcal/mol

```
! wB97M-V def2-TZVPD RIJCOSX def2/J DEFGRID3
* xyz 0 1
B -1.18 1.41 -0.17
C -2.32 0.52 -0.59
C 0.23 -1.23 0.61
C 0.79 -0.25 -0.28
C -1.34 3.01 0.07
C 0.69 -2.65 0.60
C 2.24 -0.03 0.13
O 0.22 1.05 -0.08
H -3.31 0.74 -0.71
H -2.16 -0.37 -1.21
H -0.56 -0.92 1.21
H 0.97 -0.47 -1.30
H -2.27 3.48 -0.07
H -0.59 3.35 -0.55
H -1.02 3.28 1.08
H 1.82 -2.64 0.39
H 0.09 -3.14 -0.12
H 0.61 -3.19 1.48
H 2.60 0.92 -0.35
H 2.92 -0.86 -0.18
H 2.18 -0.07 1.21
*
```

=====

5.
# C6H11F3OSi

A cluster of 3 separate species, C6H11F3OSi in total in a non-equilibrium geometry (wB97M-V/def2-TZVPD, OMol25).

Output
strongest force on any atom	0.0256	Eh/bohr
orbital gap	0.33379	hartree
relative energy (zero: lowest compared OMol25 entry of this formula, charge and spin)	23.8	kcal/mol
SMILES	C=C[Si](C)=O.CC=C(F)F.F

```
! wB97M-V def2-TZVPD RIJCOSX def2/J DEFGRID3
* xyz 0 1
C 3.31 1.76 0.84
C 2.17 1.10 0.98
C -3.50 -0.54 1.25
C 2.25 -0.08 -1.92
C -2.95 -0.25 -0.10
C -2.20 0.79 -0.38
O 0.55 -1.30 0.26
F -0.10 -3.70 -0.11
F -1.65 1.06 -1.57
F -1.83 1.74 0.48
Si 1.55 -0.24 -0.18
H 3.61 2.53 1.53
H 4.00 1.56 0.03
H 1.53 1.35 1.81
H -3.28 0.27 1.95
H -4.58 -0.68 1.20
H -3.06 -1.46 1.63
H 3.29 -0.42 -1.97
H 1.68 -0.69 -2.62
H 2.23 0.95 -2.27
H -3.16 -0.95 -0.89
H 0.13 -2.78 0.05
*
```

=====

6.
# C29H41Br3N8O12

A structure of composition C29H41Br3N8O12 in a non-equilibrium geometry (wB97M-V/def2-TZVPD, OMol25).

Output
strongest force on any atom	0.0403	Eh/bohr
orbital gap	0.27141	hartree
relative energy (zero: lowest compared OMol25 entry of this formula, charge and spin)	0.0	kcal/mol

```
! wB97M-V def2-TZVPD RIJCOSX def2/J DEFGRID3
* xyz 0 1
C -1.28 -6.87 5.86
Br -0.82 -8.67 5.38
Br -3.26 -6.61 5.96
Br -0.44 -5.54 4.75
H -0.88 -6.83 6.87
C -3.08 -0.85 2.64
C -3.20 -1.75 1.57
C -2.34 -2.83 1.49
C -1.48 -3.15 2.53
C -1.28 -2.20 3.55
C -2.03 -1.05 3.57
O -1.75 -0.08 4.50
O -2.46 -3.71 0.43
H -3.77 -0.03 2.68
H -3.89 -1.48 0.79
H -1.03 -4.13 2.59
H -0.49 -2.40 4.26
H -2.29 0.73 4.29
H -1.62 -4.06 0.12
C -0.70 2.08 -1.93
C -1.41 1.56 -3.00
C -1.81 0.23 -2.88
C -1.69 -0.45 -1.68
C -1.08 0.13 -0.58
C -0.60 1.41 -0.69
O 0.00 2.01 0.39
O -2.50 -0.37 -3.93
H -0.12 3.00 -1.96
H -1.32 2.13 -3.92
H -2.00 -1.49 -1.59
H -0.87 -0.36 0.36
H -0.10 2.97 0.30
H -3.45 -0.41 -3.77
C -5.81 -6.09 -1.98
C -6.46 -5.66 -3.13
C -6.23 -4.35 -3.55
C -5.45 -3.49 -2.82
C -4.85 -3.91 -1.63
C -5.09 -5.20 -1.19
O -4.45 -5.68 -0.07
O -6.73 -4.01 -4.80
H -5.87 -7.13 -1.69
H -7.04 -6.39 -3.68
H -5.30 -2.45 -3.08
H -4.14 -3.17 -1.29
H -3.85 -5.02 0.32
H -6.19 -3.36 -5.25
C -3.70 7.20 4.33
C -2.90 6.04 4.34
C -2.73 5.33 3.17
C -3.24 5.75 1.93
C -4.05 6.88 1.97
C -4.30 7.59 3.15
O -5.19 8.62 3.13
O -2.07 4.14 3.18
H -3.79 7.81 5.21
H -2.36 5.76 5.23
H -3.28 5.21 1.00
H -4.32 7.26 0.99
H -5.27 9.16 2.34
H -2.41 3.39 3.75
C -3.62 -1.18 7.31
O -4.18 -1.76 6.38
N -4.12 -1.06 8.58
N -2.42 -0.54 7.16
H -3.52 -0.67 9.28
H -5.05 -1.38 8.77
H -2.05 -0.56 6.21
H -1.88 -0.18 7.92
C -4.46 2.23 4.37
O -3.30 1.96 4.01
N -5.21 3.24 3.82
N -5.13 1.43 5.22
H -5.94 3.62 4.39
H -4.75 3.80 3.12
H -4.69 0.53 5.36
H -6.13 1.51 5.26
C 0.73 -4.15 -0.68
O -0.21 -3.71 -1.35
N 1.40 -5.31 -1.00
N 1.28 -3.47 0.35
H 1.02 -6.03 -1.58
H 2.27 -5.50 -0.54
H 0.96 -2.54 0.56
H 2.09 -3.91 0.73
C -1.41 3.09 8.17
O -1.84 2.02 8.57
N -1.06 4.10 9.04
N -1.24 3.43 6.86
H -0.86 5.02 8.71
H -1.05 3.86 10.01
H -0.34 3.87 6.72
H -1.61 2.80 6.17
*
```

=====

7.
# C42H33N4O6PSTi

A structure of composition C42H33N4O6PSTi in a non-equilibrium geometry (wB97M-V/def2-TZVPD, OMol25).

Output
strongest force on any atom	0.0353	Eh/bohr
orbital gap (alpha / beta)	0.22106 / 0.30899	hartree
relative energy (zero: lowest compared OMol25 entry of this formula, charge and spin)	30.4	kcal/mol

```
! wB97M-V def2-TZVPD RIJCOSX def2/J DEFGRID3
* xyz 0 3
Ti -0.25 0.16 -0.23
C -4.61 -0.32 -0.05
O -3.95 -1.04 1.01
C -2.64 -0.94 0.78
N -2.26 -0.29 -0.29
C -3.46 0.22 -0.95
C -3.67 -0.25 -2.37
C -3.14 -1.45 -2.81
C -3.42 -1.91 -4.09
C -4.24 -1.16 -4.93
C -4.78 0.03 -4.48
C -4.50 0.49 -3.21
C -1.67 -1.46 1.66
C -1.94 -2.04 2.90
C -0.89 -2.40 3.71
C 0.42 -2.22 3.23
C 0.62 -1.66 2.00
N -0.39 -1.24 1.19
C 1.94 -1.51 1.41
N 2.18 -0.85 0.34
C 3.64 -1.01 0.10
C 4.05 -2.11 1.09
O 2.96 -2.16 2.02
C 4.08 -1.28 -1.32
C 5.35 -1.81 -1.54
C 5.83 -1.97 -2.84
C 5.04 -1.60 -3.92
C 3.78 -1.08 -3.70
C 3.30 -0.92 -2.41
H -5.23 0.46 0.38
H -5.23 -1.03 -0.60
H -3.42 1.31 -0.92
H -2.48 -2.02 -2.16
H -2.99 -2.84 -4.44
H -4.45 -1.51 -5.94
H -5.42 0.62 -5.13
H -4.91 1.42 -2.85
H -2.97 -2.17 3.20
H -1.07 -2.82 4.69
H 1.29 -2.51 3.81
H 4.11 -0.07 0.40
H 4.96 -1.87 1.64
H 4.14 -3.08 0.61
H 5.98 -2.09 -0.71
H 6.82 -2.38 -3.00
H 5.42 -1.72 -4.93
H 3.15 -0.80 -4.54
H 2.31 -0.53 -2.23
O -0.94 1.56 -1.76
S -0.28 0.78 -2.83
O -1.05 0.47 -3.99
O 0.27 -0.41 -2.12
C 1.00 1.88 -3.42
C 1.10 2.10 -4.79
C 1.90 3.13 -5.25
C 2.54 3.97 -4.35
C 2.44 3.74 -2.99
C 1.69 2.68 -2.50
P 1.58 2.26 -0.71
C 3.35 2.25 -0.25
C 4.40 2.06 -1.14
C 5.70 1.93 -0.67
C 5.97 2.00 0.68
C 4.93 2.18 1.59
C 3.63 2.29 1.12
C 1.04 3.91 -0.09
C 1.91 4.87 0.43
C 1.43 6.11 0.84
C 0.08 6.41 0.73
C -0.79 5.46 0.21
C -0.32 4.22 -0.19
H 0.54 1.47 -5.46
H 1.98 3.31 -6.32
H 3.13 4.80 -4.71
H 2.95 4.40 -2.29
H 4.21 1.99 -2.20
H 6.51 1.77 -1.38
H 6.99 1.92 1.04
H 5.13 2.22 2.65
H 2.80 2.40 1.82
H 2.96 4.66 0.51
H 2.12 6.84 1.24
H -0.29 7.37 1.06
H -1.85 5.69 0.13
H -1.00 3.49 -0.59
O -1.99 2.18 2.88
C -1.21 1.80 2.07
N -0.42 1.42 1.26
*
```

=====

8.
# C3H2N2O2

The molecule C3H2N2O2 in a non-equilibrium geometry (wB97M-V/def2-TZVPD, OMol25).

Output
strongest force on any atom	0.0215	Eh/bohr
orbital gap	0.42668	hartree
relative energy (zero: lowest compared OMol25 entry of this formula, charge and spin)	21.5	kcal/mol
SMILES	[H]/N=C(/C#N)OC=O

```
! wB97M-V def2-TZVPD RIJCOSX def2/J DEFGRID3
* xyz 0 1
N -1.62 -0.91 -0.31
C -0.76 -0.14 0.17
O 0.51 -0.51 0.55
C 1.56 -0.14 -0.24
O 1.45 0.41 -1.29
C -1.07 1.24 0.49
N -1.31 2.33 0.78
H -1.25 -1.85 -0.42
H 2.49 -0.43 0.27
*
```